No. 1
ORCA calculation (ωB97M-V with the def2-TZVPD basis set) on an isolated molecule of C7H14.

```
21
Properties=species:S:1:pos:R:3
H -0.65345 1.80471 -2.38866
C 1.53482 0.98680 0.19091
C 0.16367 1.22814 -0.44513
H 2.00278 0.08384 -0.22079
H 2.20783 1.83050 -0.00058
H 1.45919 0.85444 1.27500
C -1.40678 -2.04988 1.11595
H -1.74978 0.26889 -0.70146
H 0.92319 0.99875 -2.46653
H 0.69139 -2.26362 0.41034
C -0.78118 -0.69366 0.96261
H -0.92538 -0.01321 1.80215
H 0.81703 2.68384 -1.93184
H -0.33875 2.02326 0.12666
C 0.08349 -1.89390 1.23333
C -0.73452 -0.01824 -0.39192
H -0.38178 -0.74737 -1.13811
H -1.97159 -2.25476 2.02118
H 0.54428 -2.00552 2.21070
H -1.80207 -2.53216 0.22496
C 0.31761 1.70915 -1.88876
```

- SMILES = CC(C)CC1CC1
- E_LUMO (eV) = 1.23
- molar mass (g mol⁻¹) = 98.189
- spin multiplicity = 1
- HOMO (eV) = -10.09



No. 2
ORCA calculation (ωB97M-V with the def2-TZVPD basis set) on a cluster of 2 separate species, C4H11NS in total.

```
17
Properties=species:S:1:pos:R:3
H -3.88092 -1.34612 0.35035
C 2.41658 0.59159 0.59650
H -0.57573 0.11240 1.28206
S 1.91674 -0.66831 -0.58351
H 0.03629 1.66106 -1.07789
H 2.04435 1.56368 0.31466
C -1.16760 0.41400 0.43232
H -2.69861 -1.18858 1.62836
H -1.64413 2.19177 -0.77314
H 2.17340 0.32774 1.59025
H -2.47255 -0.31577 -1.16339
C -0.73619 1.76466 -0.29925
H 2.86327 -0.38961 -1.48859
H 3.55089 0.61325 0.49476
N -2.89787 -1.33424 0.60084
H -0.32351 2.53607 0.40712
C -2.08871 -0.39245 -0.13528
```

- E_LUMO (alpha / beta) (eV) = 3.41 / 3.33
- molar mass (g mol⁻¹) = 105.206
- spin multiplicity = 2
- HOMO (alpha / beta) (eV) = 1.17 / -4.78
- net charge = -1



No. 3
ORCA calculation (ωB97M-V with the def2-TZVPD basis set) on a structure of composition C38H45Cl4FN4O2SbSeTi.

```
97
Properties=species:S:1:pos:R:3
C -3.58900 1.06661 -3.52686
H 0.55997 -5.76791 0.13163
H 1.63369 1.36629 4.04354
H 2.07336 -2.54335 1.22438
H -2.44979 5.21242 -2.01868
C -0.31967 5.10923 -2.29537
C 2.60000 -3.15584 -3.52812
H -0.65812 -2.39614 -4.45240
C 2.26880 0.96511 3.26511
C -1.93241 -4.76452 -0.70196
C 0.43290 -2.35113 -4.50063
C 3.88949 -0.16796 1.32036
H 0.99963 -1.12295 3.70963
H 1.17225 -5.74677 -1.53156
C -0.54548 2.95462 2.93914
H -2.87915 0.45548 4.74358
Se 3.08236 3.16834 -1.79897
H 0.13530 -0.73453 5.20194
C 0.61867 3.15278 -1.23700
H -2.36302 -2.09617 -2.87444
C -1.92568 0.51443 -1.86321
C 1.80154 -3.59388 1.11631
C -1.50672 3.37115 3.86162
H -3.55652 -3.31429 -2.40387
N 1.67303 2.38881 -0.96079
N 0.44829 1.11584 1.59578
H -2.02052 -1.17520 4.05891
O 0.34109 0.49893 -2.38687
C -1.52148 -3.80095 -1.80874
H -1.53022 5.30785 1.98392
H 0.73775 -2.67244 -5.50234
C -1.55057 4.64541 -1.81647
C -2.64091 -2.80229 -2.08907
C 1.70743 0.77493 1.97955
H -0.08708 5.86255 1.11861
Ti 0.15444 0.88706 -0.43293
H -1.31490 -4.36903 -2.71940
H -1.92562 -4.27994 0.27700
Cl -4.45167 0.52425 -0.99702
C -3.24677 0.70017 -2.22236
H -2.10785 -1.36807 1.59322
C -1.27022 0.65760 3.35573
H 1.56801 3.35363 0.87015
C -0.45912 1.57730 2.60776
H 0.73398 -1.31079 -4.37153
H -2.62635 3.11876 -0.73487
H -3.15004 2.86922 5.13869
C -2.38736 2.50563 4.46154
C -1.24781 1.03377 -4.12211
C -1.23916 -1.66985 2.17124
C -2.58733 1.23156 -4.47048
H 2.32204 3.45306 2.45776
H 2.57061 -4.18715 1.62500
C 2.58434 0.16389 1.06893
H -0.35543 -1.50985 1.56605
O -1.52488 0.20667 -0.62962
C 1.40272 -5.48141 -0.49722
H 3.97777 0.85464 4.52753
C -1.67029 3.47589 -1.09298
H 3.07719 -3.89211 -2.88057
C 4.41822 0.10020 2.57416
C -1.15620 -0.87370 3.46005
C -0.88404 0.67671 -2.82500
H 4.47540 -0.64260 0.54368
H -1.31289 -2.73711 2.39649
H 2.92544 -3.35321 -4.55499
H -1.27676 -5.63225 -0.66338
C 1.69580 -3.99512 -0.35211
C 0.08089 -1.29230 4.26466
Cl 0.01025 1.30860 -5.27198
N -0.57458 2.71712 -0.78581
H -2.87159 -2.22238 -1.19205
H 2.95997 -2.16223 -3.24833
C 0.82764 4.33985 -2.01996
C 0.26569 4.15578 2.42099
H -0.24301 6.01400 -2.88108
H 5.44731 -0.14094 2.79927
C 1.08024 -3.22447 -3.43156
Cl -5.24243 1.33926 -3.93695
H 0.85801 -3.75785 1.64201
C -2.24099 1.15599 4.21718
Sb 0.32555 -2.59169 -1.44232
H 2.65576 -3.78063 -0.82922
H 0.02512 -2.35802 4.50054
H -0.91614 4.38804 0.61364
H -1.54661 4.42356 4.11950
Cl -2.99354 1.71126 -6.07748
H 0.75090 -4.26030 -3.55637
H 0.44543 4.77466 3.30849
C -0.62179 4.98008 1.47628
H 2.05378 4.91672 1.52134
H -2.95087 -5.12882 -0.87860
F 2.04102 -0.17552 -0.18243
H 2.26586 -6.07801 -0.18041
C 1.63124 3.94302 1.77811
C 3.58440 0.65421 3.53811
N 2.08197 4.53875 -2.41066
```

- E_LUMO (alpha / beta) (eV) = 2.16 / 2.17
- molar mass (g mol⁻¹) = 999.201
- spin multiplicity = 1
- HOMO (alpha / beta) (eV) = -2.81 / -2.81
- net charge = -1